a.
Below is a single C4H9N3 molecule, with properties calculated with wB97M-V/def2-TZVPD.

Positions of all 16 atoms, in Å:
C 2.29 0.99 0.05
C 1.49 -1.04 -0.19
C 0.15 -0.31 -0.04
C -1.03 -1.00 0.13
H 1.96 1.04 1.24
H 3.20 1.46 -0.31
H 1.41 1.40 -0.51
H 1.50 -2.24 -0.42
H 0.39 0.68 -0.44
H -0.70 -2.14 0.34
H -2.97 -1.12 0.31
H -2.78 1.24 -0.87
H -2.88 1.13 0.90
N 2.66 -0.44 0.01
N -2.36 -0.54 -0.10
N -2.33 0.91 -0.09

Summary:
- SMILES = C/N=C\C=C\NN
- charge = 0
- orbital gap (hartree) = 0.32612

***

b.
Below is a single C4H9N3 molecule, with properties calculated with wB97M-V/def2-TZVPD.

Positions of all 16 atoms, in Å:
C 1.26 -0.56 -0.72
C -0.64 1.32 0.13
C -0.47 -0.51 -0.13
C 1.83 0.26 0.27
N -1.45 -0.81 -1.12
N -0.47 -1.16 1.02
N 2.22 0.62 1.33
H -2.30 -1.18 -0.73
H -1.71 -0.03 -1.72
H -1.40 -1.42 1.33
H 2.33 0.13 2.22
H 1.69 -1.57 -0.75
H 1.37 -0.12 -1.71
H -0.44 1.94 -0.75
H -0.12 1.70 1.00
H -1.70 1.37 0.33

Summary:
- charge = 0
- orbital gap (alpha / beta) (hartree) = 0.21859 / 0.21866

***

Most stable structure: b

***

a.
Below is a single C4H9N3 molecule, with properties calculated with wB97M-V/def2-TZVPD.

Positions of all 16 atoms, in Å:
C -2.34 -0.52 -0.39
C -0.46 1.66 -0.71
C -0.13 0.27 -0.24
N 2.94 -1.08 0.93
C 1.64 -0.78 0.83
N 1.22 0.07 -0.03
N -0.94 -0.69 -0.09
H 3.59 -0.58 0.34
H 3.30 -1.59 1.72
H 0.97 -1.31 1.52
H -2.50 -0.30 -1.45
H -2.85 -1.45 -0.14
H -2.78 0.30 0.19
H -1.17 2.12 -0.03
H -0.93 1.61 -1.70
H 0.44 2.26 -0.76

Summary:
- SMILES = C/N=C(C)/N=C/N
- charge = 0
- orbital gap (hartree) = 0.35361

***

b.
Below is a single C4H9N3 molecule, with properties calculated with wB97M-V/def2-TZVPD.

Positions of all 16 atoms, in Å:
C -1.53 0.04 0.13
C 0.20 0.84 -1.36
C 0.69 -0.84 0.70
C -0.15 0.45 0.13
N -2.59 -0.37 -0.13
N 0.26 -2.13 0.17
N 0.02 1.61 0.93
H 1.07 0.35 -1.79
H -0.58 0.63 -2.04
H 0.13 1.89 -1.44
H 1.69 -0.70 0.48
H 0.38 -0.89 1.87
H -0.76 -2.26 0.49
H 0.50 -2.22 -0.83
H 0.91 1.98 0.88
H -0.24 1.60 1.83

Summary:
- SMILES = C[C@@](N)(C#N)CN
- charge = 0
- orbital gap (hartree) = 0.36030

***

c.
Below is 2 unconnected molecules or ions with the total composition C4H9N3, with properties calculated with wB97M-V/def2-TZVPD.

Positions of all 16 atoms, in Å:
C -1.17 0.16 1.58
C -0.16 -1.46 -0.32
N 1.56 0.68 0.48
C -0.90 -0.02 0.11
C 1.75 0.79 -0.73
N -1.87 0.36 -0.64
N 1.89 1.29 -1.82
H 2.38 0.78 1.08
H -1.83 0.10 -1.62
H 2.09 1.91 -2.57
H -1.90 0.95 1.76
H -1.46 -0.75 2.10
H -0.29 0.57 2.07
H 0.42 -1.28 -1.22
H 0.44 -1.96 0.44
H -0.95 -2.11 -0.69

Summary:
- SMILES = CC(C)=N.N=C=N
- charge = 0
- orbital gap (hartree) = 0.35945

***

d.
Below is a single C4H9N3 molecule, with properties calculated with wB97M-V/def2-TZVPD.

Positions of all 16 atoms, in Å:
C 0.47 0.34 -0.21
C 0.08 -0.80 -1.06
C 1.59 0.29 0.77
N 0.06 1.57 -0.61
N -1.20 -0.44 0.93
C -1.48 -1.14 -0.44
N -2.51 -1.57 -0.87
H -0.65 1.63 -1.33
H 0.18 2.35 0.01
H -1.90 0.28 1.14
H -1.03 -1.12 1.67
H 0.74 -1.65 -0.93
H 0.00 -0.57 -2.12
H 1.71 -0.71 1.18
H 1.43 0.98 1.61
H 2.52 0.58 0.27

Summary:
- charge = 0
- orbital gap (alpha / beta) (hartree) = 0.25991 / 0.25995

***

Most stable structure: a